{
  "formula": "C29H26ClFN4O5RhS",
  "method": "ωB97M-V/def2-TZVPD",
  "e_homo_ev": -9.476,
  "e_above_lowest_kj_mol": 117.4,
  "max_force_ha_per_bohr": 0.0207,
  "total_charge": 1,
  "elements": ["Rh", "S", "C", "C", "C", "C", "C", "N", "H", "H", "H", "H", "F", "C", "C", "C", "C", "O", "C", "C", "N", "C", "C", "C", "C", "C", "C", "N", "C", "C", "N", "C", "C", "C", "O", "O", "H", "H", "H", "H", "H", "H", "H", "H", "H", "H", "H", "H", "H", "H", "H", "H", "H", "H", "Cl", "C", "C", "C", "C", "C", "C", "C", "O", "O", "H", "H", "H", "H"],
  "positions_angstrom": [[0.43, -0.04, 0.22], [-1.72, -0.33, 0.91], [-0.94, -1.59, 1.83], [-1.40, -2.34, 2.90], [-0.52, -3.23, 3.48], [0.79, -3.34, 3.02], [1.19, -2.53, 1.98], [0.33, -1.71, 1.38], [-2.40, -2.20, 3.27], [-0.84, -3.83, 4.32], [1.49, -4.03, 3.47], [2.20, -2.53, 1.59], [4.20, -4.62, -2.93], [3.96, -3.35, -3.34], [3.00, -2.63, -2.69], [2.78, -1.29, -3.03], [1.76, -0.52, -2.31], [1.04, -1.14, -1.49], [1.69, 0.87, -2.62], [2.47, 1.34, -3.64], [3.34, 0.61, -4.37], [4.09, 1.25, -5.43], [3.80, 0.86, -6.85], [3.38, 2.21, -6.33], [3.54, -0.72, -4.05], [4.50, -1.49, -4.73], [4.72, -2.81, -4.38], [5.69, -3.56, -5.10], [7.03, -3.03, -5.24], [7.46, -3.22, -6.70], [6.68, -4.39, -7.25], [6.60, -5.49, -6.23], [5.68, -5.01, -5.09], [0.77, 1.91, -1.98], [0.72, 3.00, -2.53], [0.09, 1.57, -0.95], [2.42, -3.07, -1.89], [2.37, 2.39, -3.89], [5.11, 1.47, -5.16], [3.01, 0.14, -7.01], [4.63, 0.80, -7.55], [2.33, 2.37, -6.17], [3.94, 3.08, -6.65], [5.04, -1.05, -5.55], [7.73, -3.54, -4.57], [7.06, -1.97, -4.98], [8.52, -3.45, -6.80], [7.22, -2.36, -7.33], [7.09, -4.72, -8.13], [5.73, -4.06, -7.43], [7.62, -5.67, -5.90], [6.23, -6.39, -6.71], [6.04, -5.45, -4.16], [4.67, -5.37, -5.26], [5.11, 3.88, 6.05], [4.22, 3.02, 4.84], [2.95, 3.46, 4.50], [2.23, 2.77, 3.53], [2.80, 1.67, 2.90], [4.08, 1.25, 3.25], [4.79, 1.92, 4.22], [2.04, 0.94, 1.86], [2.61, 0.17, 1.05], [0.77, 1.12, 1.80], [2.53, 4.33, 5.00], [1.23, 3.09, 3.26], [4.50, 0.40, 2.74], [5.79, 1.60, 4.51]]
}